The following is a quantum chemistry calculation of 11 unconnected molecules or ions with the total composition C33H58O33 at a distorted geometry, from the Open Molecules 2025 dataset.

Output
SMILES: COC(=O)OC.COC(=O)OC.COC(=O)OC.COC(=O)OC.COC(=O)OC.COC(=O)OC.COC(=O)OC.O=C1OCCO1.O=C1OCCO1.O=C1OCCO1.O=C1OCCO1
HOMO: -10.154 eV
strongest force on any atom: 5.6 eV/Å
energy relative to the best compared isomer or geometry (same formula, charge and spin): 554.8 kJ/mol
LUMO level: 0.050 eV
frontier orbital gap: 10.20 eV
total charge: 0

XYZ file:
```
124
Properties=species:S:1:pos:R:3:forces:R:3:lowdin_charge:R:1
C -5.9389 -5.4154 13.2842 -0.8405 0.0512 0.2175 -0.005
O -5.2651 -4.1538 13.2375 -0.2682 -0.0378 -0.8825 -0.014
C -4.5889 -3.7608 14.2790 1.9043 -3.3010 1.3360 -0.651
O -4.2562 -4.4809 15.2209 -1.2086 1.0618 -0.6140 0.096
O -4.0836 -2.5907 14.1289 1.2148 3.7924 -0.2818 0.007
C -3.7752 -2.0880 12.7809 0.5774 -0.9563 0.3678 0.040
H -6.9682 -5.0681 13.3743 -0.2104 -0.9333 -0.2815 0.072
H -5.7048 -6.0231 14.1583 0.2311 0.3590 0.0519 0.088
H -5.7199 -6.0064 12.3950 -0.1356 0.4230 -0.0037 0.088
H -3.0558 -1.2710 12.7270 -0.6479 0.7200 1.2894 0.094
H -4.6887 -1.8481 12.2368 0.4212 -0.4329 -0.1868 0.086
H -3.0733 -2.8377 12.4158 -0.8748 -0.5935 -0.9539 0.095
C -7.2919 -4.2079 17.2550 -0.1822 -2.5331 1.4591 -0.044
O -6.7637 -3.2840 18.1990 0.3235 1.2007 0.2430 -0.022
C -6.6398 -3.6180 19.5268 -0.9366 -0.4072 -0.6230 -0.587
O -7.1795 -4.5777 20.0159 0.3319 -0.1288 0.1858 0.114
O -5.9252 -2.6908 20.1255 1.0209 0.6741 -0.4417 -0.006
C -5.5744 -2.6378 21.5333 -0.7269 0.2166 -0.3110 0.010
H -7.8436 -3.8899 16.3704 0.7407 1.1886 0.1614 0.105
H -8.0175 -4.8622 17.7382 -0.3538 0.1751 0.4743 0.077
H -6.5170 -4.9435 17.0393 0.2664 0.4231 -0.7075 0.076
H -4.6935 -3.2062 21.8315 -0.5124 -0.9743 -0.4079 0.101
H -6.5141 -2.8195 22.0549 0.5006 -0.3124 0.5291 0.100
H -5.1986 -1.6388 21.7545 -0.5940 0.3132 -0.5673 0.078
C -9.6133 -5.3275 10.9912 -1.6910 0.3309 -0.4165 -0.040
O -9.3237 -5.4917 9.6119 0.6463 0.0149 -2.7027 -0.040
C -10.2879 -5.4437 8.6274 -1.2240 -1.6339 0.7985 -0.487
O -11.4868 -5.3818 8.8469 1.8785 0.5464 -0.5147 0.117
O -9.7148 -5.7453 7.4058 0.1808 1.0569 3.3762 -0.021
C -10.3857 -5.7072 6.1870 0.4880 -1.0437 -2.0736 -0.084
H -8.7453 -5.5440 11.6139 -0.0012 -0.1404 -0.4544 0.084
H -10.4610 -5.9712 11.2263 0.1523 -0.0586 0.3768 0.104
H -9.9533 -4.2991 11.1133 0.0198 0.0176 0.3759 0.082
H -9.6804 -6.3081 5.6129 0.0527 0.2069 -0.5288 0.093
H -10.4329 -4.7459 5.6754 -0.1090 0.2988 0.6370 0.096
H -11.2996 -6.2728 6.0054 -0.4464 0.2769 1.1607 0.097
C -1.7374 -0.3529 15.5602 -0.5439 0.7708 0.5298 -0.029
O -0.6963 -0.6006 16.4848 0.7323 -1.6242 -0.2231 0.011
C -0.0790 0.4447 16.9813 -1.9723 4.0633 -0.5484 -0.576
O -0.5192 1.6270 16.8731 2.1401 -3.6183 0.5508 0.071
O 1.0158 0.0041 17.5699 0.1386 -0.3661 0.9618 0.022
C 1.9215 0.8936 18.1796 1.4537 1.3559 -0.4203 -0.056
H -2.5296 0.0430 16.1957 -0.1889 0.5587 -0.7977 0.071
H -2.1022 -1.2686 15.0950 0.5570 -0.1952 0.2620 0.083
H -1.3540 0.3491 14.8197 -0.4630 0.1031 -0.0414 0.108
H 2.4755 1.3926 17.3845 -0.0887 0.2461 -0.1282 0.095
H 2.7106 0.3932 18.7409 -0.5547 -0.8083 -0.0645 0.091
H 1.5656 1.6870 18.8368 -0.9109 -0.2909 -0.1718 0.097
C -4.9132 -9.6190 18.4830 0.5481 1.5577 0.5585 0.013
O -4.4834 -8.2142 18.4005 -1.0935 -0.4317 -0.6333 -0.034
C -3.2249 -7.9623 18.7008 4.6393 -2.7974 0.2085 -0.602
O -2.3047 -8.7828 18.9821 -3.8134 1.7527 -0.5439 0.072
O -2.8596 -6.7163 18.5333 -0.1645 0.8963 0.3985 0.019
C -3.8324 -5.7010 18.3161 0.0597 0.4795 -1.1689 -0.027
H -4.2648 -10.2258 17.8509 0.1018 -0.1530 0.5803 0.093
H -5.9380 -9.6594 18.1138 0.1880 0.1701 0.1521 0.063
H -4.8647 -9.7402 19.5652 -0.0373 -1.2562 -0.2817 0.110
H -4.4817 -5.5647 19.1809 -0.0205 -0.0064 -0.1373 0.099
H -4.3519 -5.8903 17.3767 -0.5545 -0.3141 0.2677 0.072
H -3.2865 -4.8002 18.0359 0.1701 0.0418 0.6733 0.105
C -0.3871 -10.0595 12.6825 0.2046 -0.2619 -3.4272 -0.071
O -0.2000 -9.9996 14.0320 1.3296 -1.8485 0.2375 0.067
C -0.7141 -9.0682 14.7179 -4.6747 2.9492 0.7575 -0.599
O -0.5913 -8.8793 15.8691 1.4239 0.1117 1.9867 0.181
O -1.7612 -8.3946 14.0403 1.5781 -1.2546 -1.1337 -0.058
C -2.4769 -7.3464 14.6269 -1.0285 0.5983 0.5100 -0.046
H -1.4011 -10.0435 12.2829 -0.3217 0.1806 0.7195 0.092
H 0.0309 -10.9938 12.3076 0.2570 0.0059 0.3432 0.103
H 0.1375 -9.2438 12.1850 0.0565 0.0636 -0.0078 0.110
H -2.3805 -6.4071 14.0823 0.7907 0.0007 0.1219 0.092
H -2.3279 -7.2255 15.6998 0.5105 0.0213 -0.1034 0.097
H -3.5435 -7.5349 14.5044 -0.1889 -0.4878 -0.0001 0.073
C -2.8114 0.6712 21.3069 0.6937 -0.4702 1.4849 -0.065
O -3.1639 -0.4003 20.4538 -1.9515 -0.2309 -2.4369 -0.031
C -3.5728 -0.0726 19.1748 0.6460 1.4868 -1.2088 -0.538
O -3.2706 0.9639 18.6091 -0.1476 -0.7636 1.1063 0.108
O -4.3103 -1.0114 18.5807 0.0365 -0.3353 0.6140 -0.004
C -4.7013 -0.8641 17.1741 -0.1222 0.2203 0.5038 0.004
H -3.1315 0.2857 22.2749 0.2732 0.0650 0.2554 0.085
H -3.2812 1.6535 21.2562 -0.1005 -0.2240 -1.0980 0.102
H -1.7227 0.7252 21.3107 -0.0694 0.4658 -0.0104 0.096
H -3.9289 -1.3325 16.5641 -0.3869 -0.0160 0.0797 0.070
H -4.8959 0.1622 16.8626 0.6303 0.2175 0.3887 0.101
H -5.6775 -1.3347 17.0569 0.3669 -0.5323 0.3433 0.084
O -8.8010 -6.1930 14.2713 -0.4331 -1.7789 3.1792 0.096
C -8.7691 -6.7842 15.3663 1.6056 1.9885 -2.7035 -0.581
O -7.6545 -7.0319 16.0349 2.5415 -0.2903 -0.0749 0.031
C -7.8446 -7.8934 17.1812 -0.1170 0.9441 -0.5502 -0.074
C -9.3594 -7.8322 17.3120 0.0940 -1.3299 -0.1099 -0.079
O -9.7371 -7.2065 16.0967 -3.8639 0.0985 0.2886 0.099
H -7.4971 -8.8975 16.9379 0.1060 0.1463 -0.0288 0.113
H -7.2866 -7.4503 18.0061 -0.0320 -0.1722 -0.0158 0.133
H -9.7437 -7.3652 18.2188 -0.0086 0.4978 -0.4032 0.140
H -9.7852 -8.8323 17.2312 -0.0553 0.0032 0.3623 0.134
O 0.1342 -5.1051 12.6359 -0.8736 2.0448 -2.5405 0.138
C -0.1253 -4.4103 11.6613 0.2482 -3.2745 0.9519 -0.510
O -0.6793 -4.9293 10.4681 1.4065 -1.5953 1.4265 0.055
C -1.0165 -3.8512 9.6940 -2.5536 2.2790 -0.7273 -0.217
C -0.0414 -2.8134 10.0816 -0.1005 0.1281 0.7006 -0.096
O 0.0729 -3.1235 11.4894 1.0092 0.9012 0.4000 0.072
H -1.0893 -3.8595 8.6065 0.3338 -1.3314 0.0062 0.144
H -2.0071 -3.5618 10.0448 -0.4171 0.3347 -0.2333 0.127
H -0.3754 -1.7762 10.0550 0.2500 -0.1890 -0.5012 0.145
H 0.8505 -3.0729 9.5112 0.6299 0.6846 0.5152 0.141
O -6.3633 0.2400 10.2653 -1.4753 -0.8383 1.8185 0.146
C -6.8090 -0.7641 10.7752 0.7869 1.6153 -0.6817 -0.527
O -7.7829 -0.9309 11.7703 0.8556 1.1095 -1.1557 0.056
C -7.9518 -2.3196 11.9857 0.5907 -1.1641 -1.7204 -0.118
C -7.3252 -2.9017 10.6988 0.3207 -0.9793 1.0446 -0.121
O -6.3248 -1.9452 10.3793 -0.5398 -0.6356 0.1181 0.045
H -7.3437 -2.6731 12.8184 -0.3326 0.2461 0.3222 0.118
H -8.9813 -2.6776 11.9910 -0.0476 0.7295 0.6408 0.117
H -7.9991 -3.0207 9.8504 -0.1029 0.0217 0.1167 0.133
H -6.8456 -3.8435 10.9655 0.0024 -0.0618 -0.4652 0.121
O -5.7815 -8.2198 12.1056 0.4216 -1.9294 2.1795 0.117
C -5.3802 -9.0038 12.9607 1.0742 2.4258 -4.4144 -0.523
O -5.7288 -9.0520 14.2192 -0.8861 2.1024 -1.7814 0.070
C -5.0791 -10.0993 14.7918 -0.0022 -2.1164 2.3296 -0.138
C -4.1824 -10.7769 13.7354 0.2335 0.8998 0.5418 -0.090
O -4.3208 -9.8569 12.6755 -1.7445 0.6007 -0.3725 0.046
H -4.5795 -9.6645 15.6575 0.2603 -0.6792 0.1566 0.123
H -5.9596 -10.6961 15.0296 0.7231 -0.9944 0.9490 0.139
H -4.5423 -11.7706 13.4685 0.1361 0.0461 -0.0818 0.133
H -3.1172 -10.7482 13.9646 -0.1601 -0.4446 0.4176 0.121
```
Forces are in eV/Å.